# 1
Entry from the OMol25 dataset: an isolated molecule of C6H10O (ωB97M-V/def2-TZVPD).

CARTESIAN COORDINATES (ANGSTROEM)
C1 -1.756 -0.734 0.709
C2 -0.754 -0.592 -0.142
C3 -1.093 -0.191 -1.577
C4 0.708 -0.785 0.108
C5 1.448 0.559 -0.023
C6 1.338 1.338 1.305
O1 1.259 2.544 1.282
H1 -2.767 -0.389 0.553
H2 -1.558 -1.220 1.666
H3 -0.749 -0.871 -2.358
H4 -0.776 0.834 -1.726
H5 -2.171 -0.246 -1.732
H6 0.809 -1.187 1.130
H7 1.229 -1.500 -0.532
H8 1.148 1.285 -0.771
H9 2.534 0.439 -0.085
H10 1.152 0.717 2.193

Multiplicity = 1
LUMO level = 1.0 eV
Gap between HOMO and LUMO = 10.448 eV
Energy relative to the best compared isomer or geometry (same formula, charge and spin) = 0.9629 eV
Structure (SMILES) = C=C(C)CCC=O

Mulliken atomic charge list, values in e, 6 entries: C -0.93; C 0.79; C -1.33; C -0.78; C -0.42; C 0.02

---

# 2
Entry from the OMol25 dataset: the ion C5H10N with charge +1 (ωB97M-V/def2-TZVPD).

CARTESIAN COORDINATES (ANGSTROEM)
C1 -1.727 -0.277 1.815
C2 -0.243 -0.064 1.373
C3 0.081 0.885 0.335
N1 0.559 0.415 -0.884
C4 1.256 0.445 -2.414
C5 0.979 -0.777 -1.587
H1 -2.114 0.601 2.303
H2 -1.637 -1.151 2.339
H3 -2.343 -0.425 0.988
H4 0.274 -1.018 1.181
H5 0.126 0.193 2.435
H6 0.035 2.018 0.535
H7 2.233 1.013 -2.327
H8 0.543 0.972 -3.105
H9 0.183 -1.553 -1.856
H10 1.794 -1.276 -1.129

Charge = +1
Multiplicity = 1
LUMO level = -4.8 eV
Gap between HOMO and LUMO = 10.874 eV
Energy relative to the best compared isomer or geometry (same formula, charge and spin) = 3.1102 eV
Structure (SMILES) = CCC=[N+]1CC1

Mulliken atomic charge list, values in e, 6 entries: C -1.15; C -0.41; C 0.05; N -0.07; C -0.20; C -0.43

---

# 3
Entry from the OMol25 dataset: an isolated molecule of C5H13N3O (ωB97M-V/def2-TZVPD).

CARTESIAN COORDINATES (ANGSTROEM)
C1 1.343 0.691 1.048
C2 0.082 0.557 0.197
C3 -0.402 1.940 -0.229
C4 -1.046 -0.237 0.880
N1 -0.737 -1.583 1.331
N2 0.118 -2.200 0.111
C5 0.504 -0.398 -1.141
N3 -0.518 -0.328 -2.088
O1 1.680 -0.382 -1.516
H1 1.147 1.301 1.937
H2 2.145 1.163 0.470
H3 1.734 -0.275 1.378
H4 -0.606 2.563 0.650
H5 -1.326 1.904 -0.814
H6 0.361 2.450 -0.828
H7 -1.356 0.340 1.764
H8 -1.916 -0.302 0.217
H9 -0.164 -1.549 2.178
H10 -0.512 -2.521 -0.620
H11 1.132 -2.243 0.213
H12 -1.471 -0.670 -2.097
H13 -0.193 -0.220 -3.042

Multiplicity = 1
LUMO level = 0.8 eV
Gap between HOMO and LUMO = 9.376 eV
Energy relative to the best compared isomer or geometry (same formula, charge and spin) = 3.2855 eV
Structure (SMILES) = CC(C)(CNN)C(N)=O

Mulliken atomic charge list, values in e, 6 entries: C -1.65; C 2.02; C -1.87; C -1.36; N -0.36; N -0.60

---

# 4
Entry from the OMol25 dataset: a cluster of 2 separate species, H9PSi4 in total (ωB97M-V/def2-TZVPD).

CARTESIAN COORDINATES (ANGSTROEM)
Si1 1.885 1.244 -0.102
Si2 2.352 -1.082 0.060
Si3 -0.393 0.664 -0.029
Si4 -4.029 0.578 -0.135
P1 0.112 -1.492 0.501
H1 2.010 2.062 1.227
H2 2.963 2.089 -0.974
H3 2.871 -1.615 -1.355
H4 3.232 -1.737 1.045
H5 -1.161 1.289 1.259
H6 -1.295 0.482 -1.274
H7 -5.274 -0.261 -0.519
H8 -3.491 -0.081 1.088
H9 0.219 -2.140 -0.793

Multiplicity = 1
LUMO level = -1.2 eV
Gap between HOMO and LUMO = 7.239 eV
Energy relative to the best compared isomer or geometry (same formula, charge and spin) = 2.9764 eV

Mulliken atomic charge list, values in e, 6 entries: Si 0.16; Si 0.20; Si 0.19; Si 0.17; P -0.18; H -0.06

---

# 5
Entry from the OMol25 dataset: a structure of composition AlH8O4 (ωB97M-V/def2-TZVPD).

CARTESIAN COORDINATES (ANGSTROEM)
Al1 -0.187 1.763 -0.429
O1 0.715 -0.883 0.543
H1 1.365 -1.536 0.285
H2 0.073 -1.374 1.057
O2 2.645 1.466 0.167
H3 3.192 1.921 0.807
H4 3.240 0.854 -0.266
O3 -1.198 -0.636 -1.898
H5 -1.849 -0.641 -2.600
H6 -0.808 -1.510 -1.927
O4 -2.181 0.176 1.095
H7 -3.041 0.581 1.211
H8 -1.966 -0.180 1.957

Charge = +3
Multiplicity = 1
LUMO level = -20.8 eV
Gap between HOMO and LUMO = 4.208 eV
Energy relative to the best compared isomer or geometry (same formula, charge and spin) = 7.2026 eV

Mulliken atomic charge list, values in e, 6 entries: Al 1.71; O -0.45; H 0.37; H 0.34; O -0.43; H 0.37

---

# 6
Entry from the OMol25 dataset: a cluster of 8 separate species, C34H59F4N7O3P in total (ωB97M-V/def2-TZVPD).

CARTESIAN COORDINATES (ANGSTROEM)
C1 10.528 1.347 -0.283
C2 9.386 2.076 0.324
O1 9.161 2.180 1.504
O2 8.558 2.682 -0.615
C3 7.212 2.731 -0.214
C4 6.415 2.622 -1.521
P1 4.677 2.985 -1.303
F1 3.915 2.297 -2.402
C5 3.997 2.537 0.348
O3 3.462 1.242 0.397
C6 2.194 1.072 -0.125
F2 1.762 2.170 -0.743
F3 1.347 0.772 0.844
F4 2.241 0.070 -0.990
H1 10.751 0.452 0.270
H2 10.275 1.074 -1.299
H3 11.387 2.000 -0.349
H4 6.961 1.967 0.509
H5 7.026 3.710 0.231
H6 6.523 1.623 -1.932
H7 6.803 3.370 -2.199
H8 4.415 4.348 -1.477
H9 3.337 3.309 0.721
H10 4.858 2.537 1.009
C7 -2.191 1.753 2.551
C8 -0.907 1.223 3.174
C9 -1.132 0.526 4.521
C10 -1.718 1.453 5.489
N1 -2.178 2.197 6.232
H11 -2.656 2.515 3.180
H12 -1.986 2.205 1.583
H13 -2.907 0.947 2.396
H14 -0.203 2.050 3.303
H15 -0.448 0.513 2.487
H16 -0.188 0.151 4.916
H17 -1.809 -0.320 4.404
C11 -2.334 -0.015 -4.178
C12 -1.040 -0.519 -3.552
C13 -1.269 -1.182 -2.188
C14 -1.857 -0.235 -1.238
N2 -2.318 0.517 -0.501
H18 -2.802 0.757 -3.564
H19 -2.148 0.418 -5.161
H20 -3.042 -0.836 -4.297
H21 -0.340 0.314 -3.446
H22 -0.573 -1.246 -4.218
H23 -0.329 -1.546 -1.774
H24 -1.945 -2.035 -2.287
C15 12.958 0.180 3.090
C16 14.478 0.079 3.030
C17 15.119 1.198 2.202
C18 14.651 1.164 0.814
N3 14.286 1.137 -0.275
H25 12.515 0.083 2.098
H26 12.547 -0.615 3.712
H27 12.643 1.136 3.513
H28 14.760 -0.889 2.612
H29 14.883 0.120 4.042
H30 16.204 1.096 2.199
H31 14.875 2.174 2.624
C19 -6.976 -1.911 2.483
C20 -6.912 -0.718 3.430
C21 -5.533 -0.049 3.454
C22 -4.500 -0.987 3.905
N4 -3.705 -1.736 4.259
H32 -6.289 -2.701 2.789
H33 -7.979 -2.336 2.473
H34 -6.723 -1.617 1.462
H35 -7.178 -1.039 4.438
H36 -7.652 0.025 3.128
H37 -5.536 0.806 4.131
H38 -5.262 0.309 2.459
C23 -5.765 3.940 5.854
C24 -6.770 4.526 4.867
C25 -8.212 4.468 5.380
C26 -8.617 3.078 5.609
N5 -8.911 1.983 5.790
H39 -5.958 2.883 6.044
H40 -4.752 4.020 5.461
H41 -5.799 4.468 6.808
H42 -6.704 3.988 3.919
H43 -6.509 5.566 4.663
H44 -8.896 4.910 4.655
H45 -8.311 5.021 6.315
C27 -7.360 -3.847 -4.684
C28 -7.324 -2.608 -3.795
C29 -5.955 -1.918 -3.789
C30 -4.911 -2.816 -3.290
N6 -4.089 -3.520 -2.903
H46 -6.669 -4.615 -4.330
H47 -8.357 -4.284 -4.687
H48 -7.098 -3.600 -5.713
H49 -7.598 -2.885 -2.776
H50 -8.069 -1.891 -4.142
H51 -5.975 -1.031 -3.155
H52 -5.683 -1.604 -4.799
C31 -2.577 -6.767 -7.689
C32 -2.639 -5.457 -6.911
C33 -3.941 -5.294 -6.119
C34 -5.103 -5.299 -7.014
N7 -6.001 -5.308 -7.729
H53 -3.367 -6.822 -8.439
H54 -1.624 -6.856 -8.211
H55 -2.678 -7.625 -7.023
H56 -2.527 -4.620 -7.602
H57 -1.801 -5.411 -6.213
H58 -3.937 -4.356 -5.564
H59 -4.056 -6.105 -5.399

Charge = +1
Multiplicity = 1
LUMO level = -4.3 eV
Gap between HOMO and LUMO = 8.194 eV

Mulliken atomic charge list, values in e, 6 entries: C -0.93; C 0.68; O -0.53; O -0.31; C -0.85; C -0.33

---

Respective strongest force on any atom values: 0.0467 0.0949 0.0899 0.0498 0.0531 0.0338 hartree/bohr.